Record 1
Below is a single C5H10O molecule, with properties calculated with wB97M-V/def2-TZVPD.

Structure (XYZ):
```
16
Properties=species:S:1:pos:R:3:forces:R:3
C -0.3347 1.4803 0.2161 -0.039 0.004 0.021
C 0.3288 0.2305 -0.3731 0.016 0.022 -0.067
C 1.7865 0.1664 0.0890 0.094 -0.011 -0.007
C -0.3490 -1.1142 -0.0519 -0.012 0.088 0.007
C -1.8543 -1.1750 -0.0834 -0.177 0.215 -0.169
O -2.5828 -0.3495 -0.5811 0.269 -0.391 0.154
H 0.2304 2.3638 -0.1055 -0.082 -0.131 0.087
H -0.3239 1.4693 1.3137 -0.008 -0.077 -0.135
H -1.3657 1.5937 -0.1224 0.162 -0.016 0.071
H 0.3093 0.3423 -1.4647 0.020 -0.002 0.118
H 2.2890 -0.7467 -0.2499 -0.060 0.127 0.003
H 2.3545 1.0274 -0.2793 -0.078 -0.125 0.044
H 1.8312 0.1862 1.1863 -0.001 -0.035 -0.174
H -0.0142 -1.8603 -0.7924 -0.055 0.051 0.158
H -0.0187 -1.5265 0.9130 -0.077 0.179 -0.042
H -2.2864 -2.0877 0.3857 0.027 0.102 -0.070
```
Positions in Å, forces in eV/Å.

## Properties
Relative energy (zero: lowest compared OMol25 entry of this formula, charge and spin) (kJ/mol): 39.33
HOMO energy (hartree): -0.3582
DFT total energy (eV): -7394.3578
Frontier orbital gap (eV): 10.77
Structure (SMILES): CC(C)CC=O
LUMO level (eV): 1.02
Total charge: 0


Record 2
Below is a molecular structure, C5H10O at a distorted geometry, with properties calculated with wB97M-V/def2-TZVPD.

Structure (XYZ):
```
16
Properties=species:S:1:pos:R:3:forces:R:3
C -1.6188 1.0295 0.1017 -0.067 0.042 0.048
C -0.1813 0.9827 -0.3556 -0.055 0.083 0.038
C 0.9655 0.7849 0.6378 -0.024 0.114 0.207
C 0.6285 -0.2608 -0.3626 -1.794 -0.815 1.929
C -0.0642 -1.7120 0.2404 -0.151 1.408 0.405
O 1.4399 -0.6784 -1.4070 -0.897 -1.653 0.781
H -1.8541 2.0212 0.5003 -0.032 -0.103 -0.031
H -2.3035 0.8292 -0.7303 0.096 0.011 0.122
H -1.8231 0.2963 0.8896 0.060 0.130 -0.121
H 0.0469 1.6617 -1.1787 0.066 -0.219 0.122
H 1.8711 1.3782 0.5340 -0.159 -0.201 -0.128
H 0.6879 0.5499 1.6612 0.041 0.195 -0.030
H 0.5921 -2.6223 0.3349 0.044 1.154 -0.365
H -0.9672 -2.0509 -0.2983 0.348 0.545 0.129
H -0.3005 -1.4396 1.2543 -0.446 -0.236 0.429
H 0.9797 -1.4973 -0.9645 2.970 -0.454 -3.536
```
Positions in Å, forces in eV/Å.

## Properties
Relative energy (zero: lowest compared OMol25 entry of this formula, charge and spin) (kJ/mol): 317.34
HOMO energy (hartree): -0.3377
DFT total energy (eV): -7391.4764
Frontier orbital gap (eV): 10.16
LUMO level (eV): 0.97
Total charge: 0


Record 3
Below is a single C5H10O molecule, with properties calculated with wB97M-V/def2-TZVPD.

Structure (XYZ):
```
16
Properties=species:S:1:pos:R:3:forces:R:3
C 2.0988 0.1565 0.3300 0.012 -0.004 0.013
C 0.6472 0.4676 0.0286 0.155 -0.013 -0.194
C -0.0523 -0.5010 -0.9232 0.040 -0.012 -0.026
C -1.5264 -0.2874 -0.5648 -0.068 -0.001 -0.030
C -1.4650 0.1434 0.9171 -0.298 -0.030 0.007
O -0.0978 0.3648 1.2338 0.045 0.004 0.080
H 2.4959 0.8599 1.0682 -0.045 -0.098 -0.116
H 2.7064 0.2233 -0.5794 -0.100 0.000 0.135
H 2.1814 -0.8564 0.7381 0.004 0.128 -0.058
H 0.5626 1.4945 -0.3721 -0.011 -0.124 0.062
H 0.1684 -0.2962 -1.9749 -0.025 -0.029 0.141
H 0.2639 -1.5269 -0.6959 -0.029 0.158 -0.007
H -2.1359 -1.1831 -0.7128 0.095 0.122 0.034
H -1.9580 0.5091 -1.1808 0.072 -0.104 0.105
H -1.8441 -0.6282 1.5973 0.068 0.110 -0.118
H -2.0451 1.0601 1.0910 0.086 -0.108 -0.026
```
Positions in Å, forces in eV/Å.

## Properties
Relative energy (zero: lowest compared OMol25 entry of this formula, charge and spin) (kJ/mol): 30.44
HOMO energy (hartree): -0.3517
DFT total energy (eV): -7394.4499
Frontier orbital gap (eV): 10.75
Structure (SMILES): C[C@H]1CCCO1
LUMO level (eV): 1.18
Total charge: 0


Record 4
Below is a single C5H10O molecule, with properties calculated with wB97M-V/def2-TZVPD.

Structure (XYZ):
```
16
Properties=species:S:1:pos:R:3:forces:R:3
O 2.5081 0.4090 0.4456 0.009 0.166 -0.048
C 1.5528 -0.6319 0.5414 -0.195 -0.306 0.014
C 0.3298 -0.3262 -0.3039 0.144 -0.013 -0.042
C -1.0480 -0.9372 0.0386 -0.051 -0.167 0.036
C -1.6794 0.4075 -0.3810 -0.235 0.036 -0.041
C -0.3124 1.0745 -0.1438 0.084 0.202 0.001
H 2.0115 1.2350 0.3881 0.193 -0.043 0.078
H 2.0529 -1.5417 0.1918 -0.086 0.074 0.084
H 1.2547 -0.8041 1.5903 0.037 0.148 -0.151
H 0.5569 -0.4888 -1.3643 -0.014 0.015 0.122
H -1.1507 -1.1027 1.1187 0.063 0.038 -0.173
H -1.3601 -1.8440 -0.4884 0.060 0.153 0.074
H -1.9282 0.4046 -1.4469 -0.016 0.017 0.156
H -2.5316 0.7857 0.1887 0.078 -0.091 -0.093
H -0.2280 1.4408 0.8889 -0.011 -0.094 -0.131
H -0.0014 1.8699 -0.8301 -0.061 -0.136 0.113
```
Positions in Å, forces in eV/Å.

## Properties
Relative energy (zero: lowest compared OMol25 entry of this formula, charge and spin) (kJ/mol): 105.40
HOMO energy (hartree): -0.3744
DFT total energy (eV): -7393.6729
Frontier orbital gap (eV): 11.28
Structure (SMILES): OCC1CCC1
LUMO level (eV): 1.09
Total charge: 0


Record 5
Below is a single C5H10O molecule at a distorted geometry, with properties calculated with wB97M-V/def2-TZVPD.

Structure (XYZ):
```
16
Properties=species:S:1:pos:R:3:forces:R:3
C 1.0392 -1.8089 -0.4436 -0.121 -0.020 -0.044
C 0.8311 -0.4805 0.2863 0.082 0.039 0.056
C -0.5802 0.0748 0.5272 -0.262 -0.073 0.204
C -0.5063 1.5125 0.9588 0.217 0.252 0.330
C -1.1247 1.1872 -0.3637 -0.138 -0.395 0.120
O -0.5652 1.1907 -1.6475 0.265 0.170 -0.240
H 0.7469 -1.7616 -1.4984 -0.045 -0.003 0.151
H 0.4893 -2.6240 0.0390 -0.033 0.108 -0.113
H 2.1025 -2.0889 -0.4174 -0.270 0.138 -0.004
H 1.2261 -0.5953 1.3036 0.093 -0.031 -0.102
H 1.4579 0.2879 -0.1820 -0.247 -0.080 -0.001
H -1.2547 -0.6259 1.0188 0.062 0.276 0.115
H -1.2674 1.7867 1.6863 0.184 0.346 -0.180
H 0.4558 1.9939 1.1121 -0.033 -0.229 -0.144
H -2.1348 1.6027 -0.3960 -0.217 -1.029 0.151
H -0.9157 0.3487 -1.9836 0.463 0.531 -0.298
```
Positions in Å, forces in eV/Å.

## Properties
Relative energy (zero: lowest compared OMol25 entry of this formula, charge and spin) (kJ/mol): 175.41
HOMO energy (hartree): -0.3531
DFT total energy (eV): -7392.9474
Frontier orbital gap (eV): 10.61
Structure (SMILES): CC[C@H]1C[C@H]1O
LUMO level (eV): 1.00
Total charge: 0


Record 6
Below is a single C5H10O molecule at a distorted geometry, with properties calculated with wB97M-V/def2-TZVPD.

Structure (XYZ):
```
16
Properties=species:S:1:pos:R:3:forces:R:3
C -1.2999 1.3994 -0.7270 -0.094 0.095 0.116
C -0.4281 0.2207 -1.1240 0.099 0.090 0.508
C 0.2618 -0.5183 0.0690 0.089 0.008 0.451
C 1.7636 -0.3801 0.1247 0.180 -0.362 -0.079
C -0.2048 -1.0651 1.6244 -0.322 0.525 -0.307
O -0.5130 -1.6157 0.3886 -0.155 -0.783 -0.457
H -0.6900 2.1770 -0.2568 -0.157 -0.020 -0.031
H -2.0552 1.0668 -0.0095 0.004 0.153 -0.050
H -1.8122 1.8346 -1.5913 0.072 -0.053 0.135
H 0.3176 0.5452 -1.8738 -0.036 -0.112 0.554
H -1.0481 -0.5411 -1.6354 0.283 0.197 0.414
H 2.1671 -1.1935 0.7254 0.273 -0.036 -0.118
H 2.2613 -0.2937 -0.8477 -0.092 -0.267 -0.001
H 1.9848 0.5520 0.6711 -0.092 -0.306 -0.196
H -0.7665 -0.2947 2.1378 -1.100 -0.199 -0.492
H 0.0614 -1.8934 2.3246 1.048 1.070 -0.446
```
Positions in Å, forces in eV/Å.

## Properties
Relative energy (zero: lowest compared OMol25 entry of this formula, charge and spin) (kJ/mol): 331.17
HOMO energy (hartree): -0.3181
DFT total energy (eV): -7391.3330
Frontier orbital gap (eV): 9.66
Structure (SMILES): CC[C@@]1(C)CO1
LUMO level (eV): 1.01
Total charge: 0


Record 7
Below is a single C5H10O molecule, with properties calculated with wB97M-V/def2-TZVPD.

Structure (XYZ):
```
16
Properties=species:S:1:pos:R:3:forces:R:3
C -1.6039 0.9480 -0.0652 -0.090 -0.010 -0.028
C -0.4645 0.8848 0.9581 0.044 -0.045 0.093
C 0.8398 0.7544 0.2131 -0.240 0.217 -0.169
O 1.9116 -0.0674 0.6508 0.210 0.056 0.047
C 1.2160 -0.4391 -0.5441 0.007 -0.146 -0.204
C 0.5719 -1.7970 -0.4551 -0.030 -0.013 0.036
H -1.3772 1.6627 -0.8665 -0.032 -0.068 0.176
H -2.5494 1.2496 0.3936 0.110 -0.042 -0.029
H -1.7524 -0.0297 -0.5379 0.028 0.164 0.084
H -0.4446 1.7984 1.5641 -0.015 -0.157 -0.042
H -0.6022 0.0436 1.6445 0.027 0.078 -0.095
H 1.2117 1.7003 -0.1890 -0.183 -0.074 -0.064
H 1.7303 -0.2429 -1.4874 0.249 -0.132 0.243
H 0.1583 -1.9595 0.5434 -0.032 0.033 -0.162
H 1.3592 -2.5422 -0.6135 -0.165 0.016 0.037
H -0.2047 -1.9639 -1.2088 0.112 0.123 0.076
```
Positions in Å, forces in eV/Å.

## Properties
Relative energy (zero: lowest compared OMol25 entry of this formula, charge and spin) (kJ/mol): 117.11
HOMO energy (hartree): -0.3678
DFT total energy (eV): -7393.5515
Frontier orbital gap (eV): 11.14
Structure (SMILES): CC[C@H]1O[C@H]1C
LUMO level (eV): 1.13
Total charge: 0